1.
# C20H50NNiO2P2Si4

C20H50NNiO2P2Si4 as an isolated structure at a distorted geometry (the ωB97M-V functional and the def2-TZVPD basis, the Open Molecules 2025 dataset).

ORCA input file:
```
! wB97M-V def2-TZVPD RIJCOSX def2/J DEFGRID3
* xyz 1 3
Ni -0.056 -0.594 -0.903
P 1.992 -1.027 -1.069
C 2.368 -1.194 -2.875
C 1.178 -1.822 -3.542
N 0.000 -1.618 -2.922
C -1.150 -1.896 -3.559
C -1.156 -2.644 -4.743
C 0.071 -2.990 -5.329
C 1.246 -2.542 -4.734
C -2.388 -1.290 -2.954
P -1.843 0.083 -1.821
H 2.232 -2.723 -5.177
H -2.112 -2.918 -5.178
H 0.091 -3.582 -6.248
H -3.068 -0.857 -3.705
H -2.957 -2.026 -2.359
H 2.517 -0.154 -3.232
H 3.280 -1.785 -3.050
H 1.179 3.364 -3.039
O 1.758 2.561 -3.147
H 2.339 2.827 -3.882
H -0.082 4.420 -1.623
O 0.009 4.481 -2.600
H -0.371 5.343 -2.833
C -1.286 1.345 -3.003
H -2.019 1.452 -3.815
H -1.141 2.319 -2.520
H -0.315 1.058 -3.431
C -3.445 0.691 -1.240
H -3.298 1.652 -0.741
H -4.100 0.821 -2.110
H -3.895 -0.029 -0.549
C 2.349 -2.731 -0.504
H 3.292 -3.074 -0.952
H 2.411 -2.780 0.590
H 1.526 -3.370 -0.850
C 3.393 0.000 -0.599
H 3.247 0.445 0.386
H 4.317 -0.592 -0.583
H 3.466 0.797 -1.348
C -3.384 0.822 2.338
Si -2.114 -0.580 2.381
C -2.085 -0.973 4.245
C -2.701 -2.151 1.499
Si -0.067 -0.090 1.238
Si 0.162 2.236 1.491
C 0.006 2.803 3.283
C 1.826 2.755 0.768
C -1.181 3.103 0.484
Si 1.363 -1.015 2.919
C 1.259 -0.141 4.596
C 0.858 -2.826 3.135
C 3.238 -0.991 2.599
H -4.088 0.622 3.164
H -3.961 0.851 1.404
H -2.952 1.818 2.516
H -3.100 -1.323 4.494
H -1.380 -1.750 4.557
H -1.897 -0.071 4.844
H -2.788 -2.037 0.409
H -2.026 -2.996 1.698
H -3.694 -2.403 1.901
H 0.915 2.605 3.863
H -0.148 3.891 3.261
H -0.844 2.360 3.816
H 1.939 2.507 -0.296
H 1.889 3.849 0.863
H 2.674 2.328 1.317
H -1.316 2.670 -0.516
H -2.156 3.084 0.985
H -0.891 4.158 0.367
H 0.257 0.193 4.892
H 1.612 -0.859 5.355
H 1.937 0.726 4.618
H 0.816 -3.368 2.180
H 1.636 -3.293 3.759
H -0.105 -2.954 3.644
H 3.622 0.024 2.429
H 3.718 -1.364 3.518
H 3.572 -1.634 1.776
*
```

## Properties
- Expectation value of S²: 2.01
- Energy: -118265.1317 eV
- HOMO-LUMO gap (spin up / spin down): 6.352 / 6.724 eV
- HOMO (spin up / spin down): -8.982 / -10.236 eV


2.
# C20H50NO25S5V2

C20H50NO25S5V2 as an isolated structure at a distorted geometry (the ωB97M-V functional and the def2-TZVPD basis, the Open Molecules 2025 dataset).

ORCA input file:
```
! wB97M-V def2-TZVPD RIJCOSX def2/J DEFGRID3
* xyz 0 2
O 0.889 3.340 -3.427
V 1.528 3.997 -2.118
O 1.989 5.456 -2.423
O 5.379 2.601 0.295
V 4.014 1.895 -0.334
O 4.152 0.449 -0.797
C -0.143 1.171 0.844
C 0.894 1.210 -0.236
C 0.464 0.633 -1.547
O 1.585 2.404 -0.350
H -0.331 0.102 0.951
H -1.044 1.672 0.490
H 0.059 1.477 1.870
H 1.669 0.567 0.179
H -0.040 -0.326 -1.428
H 1.192 0.523 -2.352
H -0.421 1.156 -1.908
C 5.582 3.096 -4.103
C 4.172 2.717 -3.766
C 4.004 1.353 -4.195
O 3.782 2.974 -2.390
H 5.677 4.170 -3.941
H 5.871 2.957 -5.144
H 6.331 2.476 -3.611
H 3.464 3.186 -4.449
H 4.313 1.111 -5.212
H 2.986 0.963 -4.202
H 4.580 0.812 -3.445
N 3.045 5.598 1.006
O 4.209 5.396 0.705
O 2.717 5.773 2.130
O 2.176 5.240 0.224
C -2.768 -3.408 2.411
C -1.250 -3.377 2.782
O -0.915 -2.021 2.624
S -2.055 -1.081 3.400
O -2.025 0.314 2.942
O -2.012 -1.437 4.848
O -3.151 -2.043 2.604
H -3.279 -4.108 3.072
H -2.937 -3.768 1.396
H -0.781 -3.848 1.918
H -1.032 -3.889 3.719
O 3.697 1.321 1.839
S 3.404 2.075 3.096
O 2.193 2.833 3.225
O 3.620 1.173 4.461
C 4.470 0.203 4.496
C 3.794 -1.012 5.069
C 4.755 3.265 3.468
H 5.427 0.497 4.928
H 4.777 -0.043 3.479
H 4.579 -1.521 5.628
H 3.258 -1.669 4.383
H 3.038 -0.622 5.750
H 5.502 2.634 3.949
H 4.353 4.121 4.010
H 5.053 3.611 2.479
O -2.873 3.043 2.746
S -4.089 2.709 1.982
O -3.874 2.038 0.680
O -5.097 1.764 2.979
C -5.523 0.493 2.653
C -5.806 -0.400 3.834
C -5.205 4.167 1.739
H -4.653 0.086 2.139
H -6.213 0.318 1.828
H -4.912 -0.305 4.450
H -5.939 -1.461 3.622
H -6.602 0.036 4.437
H -5.718 4.082 0.781
H -4.585 5.060 1.814
H -5.964 4.172 2.522
O -5.212 0.026 -1.800
S -4.915 -1.199 -1.010
O -5.529 -1.424 0.310
O -5.236 -2.529 -1.892
C -4.894 -2.558 -3.342
C -5.690 -3.735 -4.057
C -3.179 -1.501 -0.803
H -3.820 -2.708 -3.453
H -5.123 -1.593 -3.794
H -6.765 -3.856 -3.926
H -5.163 -4.667 -3.852
H -5.320 -3.659 -5.079
H -2.732 -1.490 -1.797
H -3.097 -2.568 -0.595
H -2.800 -0.769 -0.089
O 0.690 -5.299 -1.194
S 0.070 -4.452 -2.133
O -1.399 -4.208 -2.153
O 0.818 -2.974 -2.302
C 2.241 -2.900 -2.038
C 2.994 -2.326 -3.200
C 0.525 -5.102 -3.792
H 2.577 -3.863 -1.653
H 2.387 -2.377 -1.092
H 4.065 -2.523 -3.141
H 2.866 -1.248 -3.292
H 2.706 -2.977 -4.026
H -0.102 -4.600 -4.529
H 0.039 -6.078 -3.773
H 1.588 -4.994 -4.004
*
```

## Properties
- Energy above the lowest of the compared OMol25 structures with the same formula, charge and spin: 118.9 kJ/mol
- Expectation value of S²: 0.76
- Energy: -179764.9214 eV
- HOMO-LUMO gap (spin up / spin down): 7.950 / 4.747 eV
- HOMO (spin up / spin down): -9.307 / -9.305 eV


3.
# C20H53FN2O8S

A 6-piece molecular cluster, C20H53FN2O8S overall (the ωB97M-V functional and the def2-TZVPD basis, the Open Molecules 2025 dataset).

ORCA input file:
```
! wB97M-V def2-TZVPD RIJCOSX def2/J DEFGRID3
* xyz 0 1
C 3.072 4.017 -5.645
C 2.394 4.692 -4.450
C 0.917 5.014 -4.682
C -0.029 3.800 -4.795
N 0.597 2.532 -4.349
N -0.411 1.714 -3.688
C -0.524 2.033 -2.237
C 0.715 1.880 -1.356
C 1.047 0.447 -0.931
C 2.096 0.340 0.181
C 1.492 -0.165 1.476
O 1.303 -1.561 1.323
C 1.334 -2.294 2.529
S -0.349 0.153 -4.090
O -0.619 -0.041 -5.465
O -0.975 -0.585 -3.059
F 1.206 -0.124 -3.990
H 4.147 4.205 -5.654
H 2.934 2.933 -5.630
H 2.660 4.383 -6.590
H 2.499 4.062 -3.564
H 2.905 5.633 -4.227
H 0.841 5.595 -5.606
H 0.566 5.662 -3.874
H -0.907 3.961 -4.171
H -0.398 3.692 -5.820
H 0.849 2.018 -5.188
H -1.337 1.424 -1.851
H -0.872 3.066 -2.200
H 0.497 2.468 -0.457
H 1.584 2.343 -1.833
H 1.387 -0.127 -1.785
H 0.125 -0.039 -0.588
H 2.609 1.294 0.343
H 2.864 -0.385 -0.102
H 2.129 0.056 2.342
H 0.513 0.308 1.652
H 2.306 -2.176 3.023
H 1.202 -3.343 2.254
H 0.532 -2.027 3.226
C -3.633 1.087 0.606
C -2.484 1.887 1.186
O -2.085 2.963 0.338
H -3.369 0.687 -0.374
H -3.893 0.255 1.261
H -4.520 1.715 0.493
H -1.597 1.260 1.289
H -2.751 2.267 2.176
H -2.835 3.559 0.235
C 4.864 -4.780 -0.561
C 4.719 -4.489 0.920
O 4.145 -3.217 1.181
H 5.472 -4.010 -1.038
H 5.338 -5.751 -0.721
H 3.888 -4.783 -1.044
H 5.698 -4.469 1.401
H 4.131 -5.279 1.404
H 3.266 -3.190 0.777
C 0.306 -3.644 -2.802
C 0.542 -4.314 -1.460
O 1.113 -3.435 -0.490
H 1.242 -3.230 -3.182
H -0.088 -4.348 -3.535
H -0.405 -2.827 -2.693
H 1.258 -5.131 -1.555
H -0.394 -4.739 -1.081
H 0.529 -2.680 -0.348
C -6.545 0.827 3.840
C -5.431 1.667 4.432
O -5.104 2.791 3.621
H -6.274 0.485 2.841
H -6.748 -0.044 4.464
H -7.468 1.406 3.762
H -4.509 1.088 4.499
H -5.693 1.991 5.444
H -5.886 3.347 3.544
C -0.576 -2.222 7.597
C -1.324 -2.281 6.280
O -0.528 -2.806 5.222
H 0.328 -1.621 7.495
H -1.200 -1.785 8.378
H -0.284 -3.223 7.922
H -1.606 -1.280 5.954
H -2.243 -2.866 6.391
H -0.263 -3.700 5.461
*
```

## Properties
- Structure (SMILES): CCCCNN(CCCCCOC)S(=O)(=O)F.CCO.CCO.CCO.CCO.CCO
- Energy: -54509.6829 eV
- HOMO-LUMO gap: 9.733 eV
- HOMO: -9.183 eV


4.
# C20H53N3O8

A 5-piece molecular cluster, C20H53N3O8 overall at a distorted geometry (the ωB97M-V functional and the def2-TZVPD basis, the Open Molecules 2025 dataset).

ORCA input file:
```
! wB97M-V def2-TZVPD RIJCOSX def2/J DEFGRID3
* xyz 1 2
C -19.354 14.487 2.473
O -18.000 14.926 2.607
C -17.364 15.516 1.467
C -15.983 15.999 1.827
N -15.908 17.254 2.588
C -16.109 16.931 4.032
C -16.001 18.212 4.953
O -14.691 18.788 5.024
C -14.578 19.881 5.866
H -19.810 14.008 3.339
H -19.429 13.801 1.630
H -19.976 15.355 2.252
H -18.027 16.205 0.943
H -17.188 14.736 0.726
H -15.520 16.276 0.879
H -15.333 15.225 2.235
H -14.914 17.432 2.600
H -15.281 16.270 4.288
H -17.031 16.401 4.270
H -16.294 17.840 5.935
H -16.666 19.019 4.645
H -14.938 19.705 6.880
H -15.122 20.715 5.423
H -13.544 20.209 5.967
C -15.503 23.006 -0.978
O -15.156 22.036 0.002
C -15.123 22.470 1.347
C -15.156 21.331 2.359
N -13.954 20.471 2.382
C -13.639 19.859 1.126
C -12.659 18.717 1.457
O -13.238 17.741 2.315
C -12.341 16.610 2.519
H -14.848 23.867 -0.840
H -16.545 23.307 -0.870
H -15.373 22.596 -1.979
H -16.021 23.056 1.546
H -14.255 23.109 1.511
H -16.069 20.749 2.236
H -15.086 21.853 3.314
H -14.264 19.753 3.022
H -13.247 20.605 0.434
H -14.574 19.566 0.648
H -11.756 18.968 2.014
H -12.362 18.337 0.480
H -11.936 16.193 1.598
H -13.023 15.863 2.926
H -11.607 16.946 3.251
C -18.174 16.878 12.234
O -18.984 17.291 11.120
C -19.727 18.471 11.308
C -20.299 18.828 9.934
N -19.318 19.369 8.991
C -19.747 19.506 7.586
C -19.962 18.140 6.907
O -18.743 17.443 6.736
C -18.891 16.064 6.332
H -18.808 16.514 13.042
H -17.520 17.662 12.613
H -17.487 16.086 11.936
H -19.191 19.254 11.846
H -20.571 18.416 11.996
H -21.099 19.561 10.034
H -20.866 17.967 9.579
H -18.498 18.781 8.947
H -18.987 20.081 7.058
H -20.634 20.137 7.549
H -20.230 18.297 5.862
H -20.708 17.525 7.412
H -19.366 15.977 5.354
H -19.489 15.417 6.974
H -17.937 15.551 6.214
C -17.340 19.443 -1.163
O -18.525 19.606 -0.461
H -17.569 19.555 -2.222
H -16.612 20.211 -0.903
H -16.868 18.465 -1.077
H -18.414 19.263 0.429
C -19.104 18.544 2.888
O -18.060 18.852 2.038
H -18.893 18.483 3.955
H -19.796 19.381 2.803
H -19.645 17.630 2.641
H -17.319 18.284 2.257
*
```

## Properties
- Expectation value of S²: 0.75
- Energy: -42435.5336 eV
- HOMO-LUMO gap (spin up / spin down): 7.636 / 2.077 eV
- HOMO (spin up / spin down): -10.122 / -10.122 eV


What is the energy in the first record? -118265.1317 eV


What is the formula in the third record? C20H53FN2O8S